The following is a quantum chemistry calculation of a molecular structure, C34H54AlN2O18S in a non-equilibrium geometry, from OMol25.

Geometry as XYZ:
```
110
Properties=species:S:1:pos:R:3:forces:R:3:mulliken_charge:R:1
C -3.6072 3.8743 -4.8560 -0.2 0.1 0.7 -1.2390
C -3.3518 2.2933 -4.7208 -0.2 0.2 -0.7 1.0170
O -4.5966 1.6669 -4.3075 0.4 0.7 0.3 -0.4724
C -2.9380 1.6608 -6.1522 -0.7 0.5 0.7 -1.0100
N -3.0389 0.1634 -6.0720 0.9 0.6 -1.7 -0.2391
C -1.7116 -0.4913 -6.3048 1.0 -1.1 0.0 -0.7721
C -0.7146 -0.4277 -5.0514 -0.6 -0.6 0.5 0.1216
O -1.0208 -1.4213 -4.0180 0.2 2.0 -0.1 -0.5152
Al -0.8897 -0.5191 -2.3844 0.5 -1.3 -0.1 0.1719
S -2.9826 0.2027 -1.6700 0.0 1.2 0.4 -0.3081
C -0.2010 -1.7364 -0.8454 -1.1 0.1 0.3 0.5863
C -0.1323 -0.8059 0.4650 1.1 0.7 -0.2 -0.3558
C 1.2996 -0.8827 1.2372 -0.7 -2.8 -0.7 -0.0230
O 2.0289 -1.8906 1.0555 -1.7 4.0 0.8 -0.5099
N 1.6007 0.2432 2.1430 1.9 -1.5 -0.4 0.0396
C 3.0440 0.4016 2.4042 4.1 1.4 0.7 0.0463
C 3.6936 1.7281 1.8661 1.7 -1.7 1.4 -0.4505
C 5.1809 2.1001 2.0735 -1.9 -3.8 1.6 -0.1958
C 6.0528 1.0855 2.8777 -3.4 -0.4 -0.8 -0.1636
C 5.4486 -0.2481 3.4106 -1.9 2.6 -1.7 -0.6137
C 3.9463 -0.5913 3.1823 1.2 3.2 -1.3 -0.0564
H -3.4444 4.3596 -3.8185 0.0 -0.6 -1.7 0.3106
H -4.7089 4.1123 -5.1180 1.7 -0.8 0.3 0.2744
H -2.9587 4.3639 -5.6586 -0.6 -0.6 1.2 0.3139
H -2.5555 2.0062 -3.9533 -0.9 0.7 -1.0 -0.1516
H -4.7440 1.8197 -3.3405 0.6 -0.3 -1.1 0.2104
H -1.8845 1.9862 -6.4607 -1.3 -0.3 0.6 0.3048
H -3.6569 2.1069 -6.9430 1.0 -0.8 1.2 0.3777
H -3.6381 -0.1084 -6.8731 0.5 0.0 0.9 0.2399
H -1.1502 -0.0554 -7.2208 -0.8 -0.4 1.2 0.2997
H -1.8804 -1.6130 -6.5355 0.1 1.8 0.4 0.3078
H -0.8195 0.6037 -4.5637 0.5 -1.0 -1.1 -0.0103
H 0.3770 -0.6238 -5.3690 -1.6 0.6 0.1 0.2262
H 0.1462 0.6928 -2.5454 -0.1 0.2 0.0 -0.3801
H -2.7337 1.4899 -1.1740 0.0 -1.3 -0.5 0.0091
H 0.7846 -2.2223 -1.1452 -1.3 0.4 0.8 0.2694
H -1.0597 -2.4877 -0.6715 1.6 0.6 -0.2 -0.6824
H -0.2487 0.2896 0.1353 0.2 -1.4 0.8 0.1379
H -0.9778 -1.0113 1.2085 1.2 0.2 -0.9 0.2470
H 1.0930 0.1816 3.0358 -0.1 0.2 -0.8 0.2953
H 3.0288 2.4639 1.2899 1.0 -1.4 1.0 0.2779
H 5.5989 3.0745 1.6409 -0.7 -1.7 0.8 0.2383
H 7.1402 1.3655 3.0556 -1.6 -0.7 -0.2 0.2575
H 6.1251 -0.9555 3.9931 -1.1 1.0 -1.0 0.2775
H 3.4822 -1.5476 3.5951 0.9 1.5 -0.7 0.2262
C 3.4554 -4.4318 0.4726 0.1 0.2 0.0 -1.2644
C 4.6409 -5.1267 1.1047 -1.2 0.3 -0.9 0.6313
C 4.3154 -5.8646 2.3682 -0.4 -0.6 0.0 -0.4458
O 5.5720 -5.8728 3.0410 0.5 0.4 0.0 -0.3666
C 6.2458 -4.7662 2.6136 0.6 0.5 0.1 0.6143
O 7.2629 -4.3601 3.1053 -0.7 -0.4 -0.3 -0.5758
O 5.6111 -4.1830 1.5612 0.7 -0.4 0.8 -0.3336
H 3.7892 -3.7030 -0.2704 0.0 -0.1 0.1 0.3582
H 2.7947 -5.1517 -0.0118 0.2 0.0 0.1 0.3414
H 2.8766 -3.8794 1.2146 0.1 -0.1 -0.1 0.2730
H 5.1303 -5.7767 0.3698 0.1 -0.1 0.2 0.2166
H 3.9663 -6.8820 2.1840 0.2 0.1 0.1 0.2816
H 3.5895 -5.3461 3.0021 0.0 0.1 -0.2 0.3259
C -3.1058 -4.9688 0.0864 0.1 0.2 0.3 -1.4784
C -1.9189 -5.6339 -0.5754 -1.0 0.7 0.1 0.5121
C -2.0291 -7.1269 -0.6790 -0.4 -0.3 -0.4 -0.5052
O -0.6626 -7.5238 -0.7273 0.4 0.2 0.3 -0.3263
C 0.0403 -6.5645 -0.0587 0.8 0.3 0.3 0.6053
O 1.1942 -6.6601 0.2519 -0.9 -0.2 -0.2 -0.5668
O -0.7405 -5.4848 0.2123 0.6 -0.8 -0.1 -0.2816
H -2.8584 -3.9445 0.3764 0.0 -0.1 -0.2 0.3343
H -3.9659 -4.9472 -0.5868 0.1 0.0 0.0 0.3671
H -3.3961 -5.4937 1.0013 0.1 -0.1 -0.1 0.3865
H -1.7275 -5.1726 -1.5507 0.0 -0.1 0.0 0.3226
H -2.5593 -7.4493 -1.5769 0.2 -0.1 0.0 0.3117
H -2.4916 -7.5930 0.1971 0.0 0.2 0.0 0.2987
C 10.1199 3.9949 4.8484 0.0 -0.4 0.0 -1.4462
C 9.6570 4.5346 3.5125 0.5 -0.2 1.0 0.4974
C 8.3624 5.2916 3.5709 -0.2 0.6 0.2 -0.4960
O 7.8678 5.1396 2.2452 0.2 -0.5 -0.3 -0.3110
C 8.3782 3.9651 1.7748 -0.5 -0.8 -1.3 0.6636
O 8.0294 3.4309 0.7574 0.4 0.7 1.2 -0.5151
O 9.3343 3.4760 2.6147 -0.4 0.3 -0.4 -0.3395
H 10.8985 3.2407 4.7083 0.0 0.2 0.0 0.3502
H 10.5140 4.7967 5.4773 0.0 0.0 -0.1 0.3827
H 9.3017 3.5063 5.3842 0.0 0.1 -0.1 0.3448
H 10.4542 5.1298 3.0522 -0.1 0.1 0.0 0.2600
H 8.5013 6.3463 3.8150 -0.1 -0.1 -0.2 0.3023
H 7.6329 4.8570 4.2616 0.2 -0.1 0.0 0.3234
C -9.5563 1.7719 -2.7126 0.0 0.4 0.0 -1.5100
C -8.3750 1.0728 -2.0756 -0.8 0.2 -0.8 0.6112
C -8.7045 0.3412 -0.8075 -0.2 -0.6 0.1 -0.5452
O -7.4506 0.3300 -0.1353 0.3 0.5 -0.1 -0.3013
C -6.7715 1.4309 -0.5671 1.0 0.3 0.4 0.5974
O -5.7557 1.8342 -0.0805 -0.9 -0.2 -0.2 -0.5023
O -7.4038 2.0129 -1.6240 0.4 -0.3 0.6 -0.3554
H -9.2169 2.4952 -3.4583 0.0 -0.2 0.0 0.3737
H -10.2210 1.0520 -3.1958 0.1 0.0 0.0 0.3914
H -10.1337 2.3316 -1.9714 0.1 -0.1 0.0 0.3349
H -7.8887 0.4176 -2.8069 0.0 0.0 0.1 0.2839
H -9.0580 -0.6757 -0.9871 0.2 0.0 0.1 0.3025
H -9.4286 0.8659 -0.1757 0.0 0.1 -0.2 0.2978
C -4.5223 4.4666 3.1830 0.1 0.2 0.3 -1.4475
C -3.3344 3.8097 2.5144 -1.0 0.5 0.2 0.6419
C -3.4317 2.3169 2.4202 -0.5 -0.5 -0.7 -0.3107
O -2.0626 1.9313 2.3613 0.5 0.5 0.4 -0.1971
C -1.3608 2.8962 3.0164 1.0 -0.3 0.2 0.6257
O -0.2041 2.8067 3.3141 -0.9 0.1 -0.1 -0.5406
O -2.1495 3.9749 3.2916 0.5 -0.4 -0.1 -0.3878
H -4.2830 5.4953 3.4656 0.0 -0.1 -0.2 0.3637
H -5.3881 4.4755 2.5170 0.1 0.0 0.0 0.3376
H -4.7994 3.9441 4.1029 0.1 -0.1 -0.1 0.3589
H -3.1561 4.2670 1.5347 0.0 -0.2 0.0 0.2333
H -3.9671 1.9844 1.5290 0.2 -0.1 0.1 0.1049
H -3.8822 1.8515 3.3032 0.0 0.2 0.0 0.2516
```
Forces are in eV/Å.

Properties
F_max, eV/Å: 4.57
Kohn-Sham gap, hartree: 0.2551
Spin multiplicity: 1
Total charge: -1
Energy relative to the best compared isomer or geometry (same formula, charge and spin), eV: 6.556
Molar mass, g/mol: 837.85



The following is a quantum chemistry calculation of 2 unconnected molecules or ions with the total composition C14H16O2 in a non-equilibrium geometry, from OMol25.

Geometry as XYZ:
```
32
Properties=species:S:1:pos:R:3:forces:R:3:mulliken_charge:R:1
C 1.2717 -2.4001 1.1615 0.2 0.0 -0.4 -1.5683
C 2.2962 -0.1611 0.7697 0.0 0.0 -0.2 -0.5747
C 1.5383 -1.2150 0.2622 0.2 -0.1 0.4 0.4922
C 2.5941 0.9126 -0.0386 -0.6 1.4 0.0 -0.3777
C 2.1393 0.9722 -1.3463 0.7 -1.0 -0.5 0.5778
C 1.1047 -1.1556 -1.0528 0.1 -0.7 0.6 -0.1551
C 1.4460 -0.1039 -1.8738 0.1 0.4 -0.4 -0.7623
O 2.6002 1.9293 -2.2266 -0.5 0.3 0.2 -0.5570
H 2.7024 -0.1767 1.7719 -0.2 -0.1 0.1 0.4046
H 3.0419 1.8417 0.3153 0.4 -0.5 0.3 0.2492
H 0.9842 -3.3216 0.6499 -0.3 0.3 -0.3 0.3584
H 0.4972 -2.1532 1.8900 0.3 -0.1 0.2 0.2256
H 0.5389 -2.0269 -1.3607 0.0 0.2 -0.6 0.4186
H 2.5619 2.7855 -1.7864 0.2 0.0 -0.1 0.3151
H 1.2669 -0.0932 -2.9397 -0.3 -0.1 0.0 0.4774
H 2.2270 -2.6572 1.6107 -0.1 0.0 0.6 0.4725
C -2.0345 0.0771 -2.1665 -0.1 -0.7 0.0 -1.6490
C -1.5932 0.6473 2.0572 0.0 -0.3 1.0 0.9951
C -1.6052 1.7412 1.2240 -0.3 0.4 -1.0 -0.8046
C -1.7766 -0.6341 1.5618 -0.4 -0.1 -0.4 -0.9271
C -1.7860 1.5283 -0.1423 0.3 -0.1 0.0 -0.4155
C -1.9090 -0.8201 0.2018 -0.5 0.0 -0.4 0.0204
C -1.9512 0.2583 -0.6755 0.6 0.4 -0.2 0.4103
O -1.3939 0.7268 3.4150 -0.2 0.3 0.0 -0.5607
H -1.5391 2.7799 1.5361 0.2 -0.3 0.4 0.3079
H -1.4290 1.6490 3.6964 0.0 -0.1 -0.1 0.2906
H -1.9359 -1.4703 2.2265 0.4 0.0 0.2 0.4930
H -1.6749 2.3621 -0.8251 -0.3 0.1 0.0 0.3838
H -2.0188 -1.8118 -0.2257 0.0 -0.1 0.2 0.3648
H -3.0561 0.1191 -2.5443 -0.1 0.2 0.1 0.4308
H -1.6812 -0.9235 -2.4326 0.1 0.1 0.0 0.3344
H -1.4261 0.7939 -2.7134 0.0 0.1 0.1 0.3294
```
Forces are in eV/Å.

Properties
F_max, eV/Å: 1.50
SMILES string: Cc1ccc(O)cc1.Cc1ccc(O)cc1
Kohn-Sham gap, hartree: 0.3330
Spin multiplicity: 1
Total charge: 0
Energy relative to the best compared isomer or geometry (same formula, charge and spin), eV: 0.341
Molar mass, g/mol: 216.28



The following is a quantum chemistry calculation of a gas-phase ion, C8H14N (charge +1) in a non-equilibrium geometry, from OMol25.

Geometry as XYZ:
```
23
Properties=species:S:1:pos:R:3:forces:R:3:mulliken_charge:R:1
C 1.0266 -1.3120 0.1696 -0.7 3.3 1.6 0.4073
C 0.6250 -2.5440 0.2973 -0.1 -1.0 -0.4 -0.9457
C 1.8887 1.9389 0.0315 0.7 0.8 0.1 -0.0984
C 2.3119 -0.4994 -0.1393 -0.2 -1.9 -1.2 -0.6385
C 0.3692 0.0899 0.7700 -0.2 -2.5 -0.1 -0.4795
C -1.0854 0.8755 -1.3350 -1.3 0.1 -0.3 -1.2586
C -2.0547 -0.3611 0.8780 0.7 3.5 -1.3 -1.4847
C -1.0090 0.6204 0.1843 1.3 -1.4 2.0 0.5805
N 1.5538 0.7416 0.2396 2.6 -0.2 0.2 0.2355
H -0.2721 -2.8754 0.7955 -0.3 0.5 0.0 0.2553
H 1.1374 -3.3810 -0.1353 0.7 -0.2 -0.1 0.2894
H 1.2630 2.7504 0.4061 -0.1 -0.2 -0.4 0.3002
H 2.8660 2.1803 -0.4513 -0.9 -0.3 0.4 0.2814
H 3.2291 -0.9748 0.3811 -1.4 1.8 0.0 0.3039
H 2.5994 -0.3861 -1.1953 -0.1 -0.2 0.2 0.3365
H 0.4946 0.0648 1.9214 -0.7 0.3 -1.8 0.3508
H -1.1039 -0.0102 -2.0476 -0.7 0.8 1.3 0.2919
H -0.1723 1.3517 -1.6710 0.1 0.7 0.0 0.3744
H -1.9844 1.6278 -1.4699 1.8 -1.7 -0.2 0.3329
H -1.9111 -1.3167 0.5586 0.1 -2.6 -1.6 0.3690
H -3.0097 0.0427 0.5893 -0.7 -0.3 0.4 0.3822
H -1.8903 -0.4498 1.9202 -0.1 0.7 1.2 0.4324
H -1.0376 1.5925 0.6805 -0.6 0.2 -0.1 0.3816
```
Forces are in eV/Å.

Properties
F_max, eV/Å: 3.84
SMILES string: C=C1C[N+](=C)[C@H]1C(C)C
Kohn-Sham gap, hartree: 0.3421
Spin multiplicity: 1
Total charge: +1
Energy relative to the best compared isomer or geometry (same formula, charge and spin), eV: 1.729
Molar mass, g/mol: 124.21



- Which value of Kohn-Sham gap does entry 1 give?
  0.2551 hartree